Formula: C2H13NO4
Source: OMol25
Level of theory: ωB97M-V/def2-TZVPD

Output
* SMILES: C=CN.O.O.O.O
* ΔE to the lowest compared entry with this formula, charge and spin: 65.0 kcal per mole
* calculated total energy: -11962.647 eV
* max |F|: 4.83 eV/A
* spin multiplicity: 1
* HOMO-LUMO gap: 8.146 eV
* LUMO level: 0.20 eV
* net charge: 0

The geometry in XYZ format:
```
20
Properties=species:S:1:pos:R:3:forces:R:3:mulliken_charge:R:1
C 0.948 0.865 1.420 -1.4049 1.6670 -1.7547 -0.68
C 0.684 2.191 1.275 -1.0727 1.1912 0.9928 0.20
N 0.097 2.813 0.125 -0.5413 -3.0375 3.4027 -0.43
H 0.429 0.134 0.803 0.7922 0.1748 -0.4218 -0.10
H 1.790 0.541 1.937 0.6347 -0.6140 1.8123 0.30
H 0.664 2.898 2.173 1.1569 -0.8382 -1.2957 0.27
H 0.430 2.298 -0.616 0.3536 -0.7080 -2.4851 0.20
H 0.181 3.765 0.069 0.3234 2.4169 -0.1002 0.24
H 0.989 -2.871 -0.917 1.8292 -0.6641 1.0806 0.33
H 0.848 -3.082 0.528 0.9091 -0.3084 0.1661 0.32
O 1.554 -3.217 -0.137 -2.6771 1.0497 -1.2099 -0.63
H -1.066 0.219 -0.472 -0.1993 -0.3942 1.4805 0.32
H -2.010 0.711 -1.555 -4.5023 0.9418 -0.6592 0.22
O -1.165 0.526 -1.349 4.6706 -0.6713 -1.0198 -0.51
H -1.878 -0.316 2.113 -0.9475 1.4989 0.5165 0.30
H -1.921 -1.563 1.187 1.6522 1.4416 2.2881 0.32
O -1.355 -1.059 1.904 -0.8855 -3.0940 -2.8866 -0.63
H 0.056 -2.118 -3.280 -0.1890 -1.8070 -0.8552 0.29
H 0.204 -0.933 -2.689 0.0092 2.1906 1.1073 0.29
O 0.521 -1.803 -2.519 0.0886 -0.4358 -0.1587 -0.63
```
Positions in Å, forces in eV/Å.